{"formula": "C16H14BrCdCl5O2S4", "method": "ωB97M-V with the def2-TZVPD basis set", "homo_lumo_gap_ev": 4.975, "largest_force_ev_per_a": 0.58, "spin_multiplicity": 1, "total_charge": -2, "e_lumo_ev": 4.078, "elements": ["Cd", "C", "O", "C", "C", "O", "C", "H", "H", "H", "H", "H", "H", "H", "H", "H", "H", "Cl", "C", "C", "C", "Cl", "C", "Cl", "C", "Cl", "C", "Cl", "S", "S", "S", "S", "Br", "C", "C", "C", "C", "C", "C", "H", "H", "H", "H"], "positions_angstrom": [[-0.143, -0.184, 1.077], [2.444, -0.081, -1.805], [1.459, 0.858, -1.446], [0.753, 1.316, -2.578], [-0.374, 2.237, -2.150], [-1.585, 1.529, -2.267], [-2.674, 2.224, -1.699], [3.145, 0.347, -2.536], [1.994, -0.984, -2.236], [2.985, -0.346, -0.901], [0.303, 0.472, -3.117], [1.452, 1.830, -3.256], [-0.411, 3.135, -2.788], [-0.199, 2.552, -1.114], [-2.812, 3.198, -2.195], [-2.519, 2.383, -0.627], [-3.555, 1.604, -1.855], [1.318, -3.272, 0.187], [2.397, -2.313, 1.163], [1.996, -1.029, 1.503], [2.881, -0.325, 2.321], [2.449, 1.284, 2.787], [4.085, -0.857, 2.771], [5.132, 0.049, 3.812], [4.456, -2.140, 2.375], [5.967, -2.809, 2.887], [3.607, -2.877, 1.558], [4.075, -4.465, 1.042], [-0.995, -1.269, 3.508], [-1.394, 0.527, 4.397], [-2.268, 1.765, 2.990], [-0.793, 2.385, 1.700], [-5.372, -2.443, -2.916], [-3.890, -1.819, -1.848], [-4.131, -0.949, -0.803], [-3.052, -0.514, -0.038], [-1.734, -0.924, -0.279], [-1.562, -1.799, -1.355], [-2.617, -2.257, -2.145], [-5.137, -0.611, -0.586], [-3.259, 0.166, 0.782], [-0.569, -2.149, -1.622], [-2.443, -2.936, -2.971]], "atomic_forces_ev_per_a": [[-0.10, -0.12, 0.44], [0.00, 0.08, 0.03], [0.03, -0.05, -0.08], [-0.08, 0.10, -0.02], [0.03, -0.07, 0.04], [-0.04, 0.06, -0.13], [0.04, 0.02, -0.03], [-0.01, -0.01, 0.00], [-0.01, -0.02, 0.01], [0.00, -0.05, 0.04], [0.05, -0.02, -0.03], [0.01, -0.01, 0.01], [0.03, 0.01, 0.02], [-0.05, 0.01, -0.01], [-0.02, -0.01, 0.01], [0.00, 0.01, 0.00], [0.00, 0.07, 0.01], [-0.06, -0.12, -0.14], [-0.05, 0.30, 0.08], [-0.04, 0.18, 0.04], [-0.09, -0.20, -0.21], [0.04, 0.11, 0.08], [-0.01, -0.03, -0.02], [0.06, 0.03, 0.02], [-0.03, 0.01, -0.03], [0.08, -0.04, 0.04], [0.01, 0.01, 0.02], [0.01, -0.04, 0.01], [0.09, -0.08, -0.40], [-0.10, 0.50, 0.15], [-0.27, -0.18, 0.34], [0.36, -0.37, -0.26], [0.09, 0.04, 0.06], [-0.17, -0.05, -0.11], [0.03, 0.02, 0.05], [-0.03, -0.15, 0.03], [0.15, 0.01, -0.09], [-0.07, 0.02, -0.06], [0.10, 0.01, 0.00], [-0.01, -0.02, 0.00], [0.03, 0.01, 0.05], [0.03, -0.01, 0.05], [-0.02, 0.00, 0.00]], "nbo_charge": [1.463, -0.246, -0.534, -0.076, -0.089, -0.543, -0.260, 0.145, 0.168, 0.206, 0.184, 0.144, 0.140, 0.216, 0.136, 0.214, 0.192, -0.021, 0.013, -0.486, -0.087, 0.033, -0.099, 0.002, -0.101, 0.000, -0.141, -0.004, -0.726, -0.115, -0.132, -0.745, -0.061, -0.069, -0.291, -0.232, -0.528, -0.176, -0.309, 0.206, 0.225, 0.181, 0.201]}